1.
Density functional theory data (the ωB97M-V functional and the def2-TZVPD basis) for a cluster of 2 separate species, C2H8NOS in total.

Largest force on an atom in eV/Å: 1.869
Energy above the lowest of the compared OMol25 structures with the same formula, charge and spin in kcal per mole: 21.1
Charge: -1
Frontier orbital gap in eV: 6.2

Geometry (Å):
C: -1.695 2.612 -0.705
S: -0.467 1.249 -1.156
H: -1.299 3.620 -0.667
H: -2.471 2.521 -1.460
H: -2.035 2.304 0.281
N: 0.316 -2.127 -0.035
C: 1.195 -2.134 1.089
O: 1.188 -0.994 1.922
H: -0.570 -1.692 0.189
H: 0.751 -1.510 -0.712
H: 0.934 -2.918 1.829
H: 2.198 -2.485 0.816
H: 1.490 -0.200 1.512

Forces on the atoms, in the same order (eV/Å):
0.7 -1.6 -0.2
0.0 0.7 0.1
0.2 0.1 -0.1
-0.3 0.3 0.2
-0.5 0.4 0.0
0.8 0.0 -0.1
-0.3 -1.2 1.4
0.0 -0.6 1.0
0.0 0.1 0.1
-0.4 0.1 -0.4
-0.5 0.2 -0.5
0.1 0.7 -0.5
0.1 0.8 -1.0

Taken from the natural (NBO) analysis, the atomic charges in e are: C -0.7250; S -0.7982; H 0.1685; H 0.1807; H 0.1829; N -0.8496; C 0.0917; O -0.7519; H 0.3834; H 0.3697; H 0.1360; H 0.1333; H 0.4787

2.
Density functional theory data (the ωB97M-V functional and the def2-TZVPD basis) for an isolated molecule of C4H4FNOS.

Largest force on an atom in eV/Å: 1.892
Energy above the lowest of the compared OMol25 structures with the same formula, charge and spin in kcal per mole: 40.0
SMILES: O=C/C(F)=C\C=N\S
Frontier orbital gap in eV: 8.4

Geometry (Å):
C: 0.894 -0.883 -0.107
C: -0.556 -1.144 -0.025
C: -1.538 -0.259 0.043
C: -1.500 1.224 -0.066
H: 3.384 1.295 0.904
H: 1.564 -1.621 -0.616
H: -0.920 -2.105 -0.178
H: -0.514 1.751 -0.094
N: 1.420 0.212 0.287
O: -2.543 1.833 -0.120
F: -2.782 -0.766 0.080
S: 3.090 0.463 -0.107

Forces on the atoms, in the same order (eV/Å):
0.8 0.1 -0.7
1.3 1.2 -0.1
-0.1 0.2 -0.1
-0.4 0.7 0.3
-0.3 0.0 0.0
-0.9 0.1 0.4
-0.1 -1.9 0.0
-0.4 -0.6 -0.1
0.2 0.2 0.3
0.4 -0.1 0.0
0.1 0.3 0.0
-0.6 -0.4 0.1

Taken from the natural (NBO) analysis, the atomic charges in e are: C 0.0611; C -0.2873; C 0.3451; C 0.3325; H 0.1250; H 0.1737; H 0.2329; H 0.1658; N -0.5374; O -0.4744; F -0.3064; S 0.1694

3.
Density functional theory data (the ωB97M-V functional and the def2-TZVPD basis) for a structure of composition C41H33F9GaNO2P2S.

Largest force on an atom in eV/Å: 0.713
Charge: +2
Frontier orbital gap in eV: 8.2

Geometry (Å):
Ga: 0.032 0.364 -0.290
C: -3.476 -2.321 -0.475
N: -2.303 -1.432 -0.421
P: -2.360 0.141 0.190
C: -3.711 0.921 -0.677
C: -4.569 1.809 -0.031
C: -5.597 2.408 -0.744
C: -5.762 2.127 -2.092
C: -4.899 1.249 -2.741
C: -3.873 0.647 -2.038
C: -2.642 0.238 1.949
C: -1.664 0.833 2.747
C: -1.842 0.907 4.120
C: -2.991 0.384 4.694
C: -3.971 -0.206 3.904
C: -3.807 -0.272 2.532
P: -0.784 -1.880 -1.029
C: -0.987 -2.675 -2.615
C: -0.946 -1.869 -3.756
C: -1.182 -2.423 -5.003
C: -1.458 -3.779 -5.112
C: -1.499 -4.585 -3.981
C: -1.263 -4.040 -2.730
C: -0.083 -3.080 0.110
C: 0.962 -3.909 -0.305
C: 1.562 -4.770 0.600
C: 1.128 -4.803 1.919
C: 0.101 -3.971 2.339
C: -0.504 -3.105 1.439
H: -4.379 -1.741 -0.294
H: -3.396 -3.109 0.274
H: -3.552 -2.769 -1.466
H: -4.432 2.044 1.016
H: -6.267 3.094 -0.246
H: -6.567 2.593 -2.643
H: -5.032 1.037 -3.793
H: -3.207 -0.043 -2.544
H: -0.776 1.273 2.300
H: -1.093 1.382 4.737
H: -3.130 0.442 5.765
H: -4.868 -0.603 4.359
H: -4.582 -0.717 1.920
H: -0.716 -0.812 -3.670
H: -1.145 -1.803 -5.888
H: -1.638 -4.213 -6.086
H: -1.715 -5.640 -4.075
H: -1.299 -4.670 -1.851
H: 1.300 -3.894 -1.335
H: 2.363 -5.419 0.276
H: 1.590 -5.484 2.620
H: -0.239 -4.002 3.365
H: -1.316 -2.467 1.774
O: 1.723 -0.387 0.113
S: 2.985 -1.081 -0.442
C: 3.589 -1.973 0.967
C: 3.096 -1.726 2.237
C: 3.630 -2.441 3.299
C: 4.629 -3.378 3.080
C: 5.102 -3.619 1.796
C: 4.578 -2.916 0.722
C: 4.190 0.183 -0.637
C: 4.767 0.293 -1.894
C: 5.737 1.267 -2.096
C: 6.093 2.108 -1.054
C: 5.494 1.992 0.198
C: 4.538 1.020 0.420
H: 2.308 -1.002 2.391
H: 3.264 -2.263 4.301
H: 5.044 -3.927 3.914
H: 5.876 -4.354 1.629
H: 4.939 -3.097 -0.282
H: 4.469 -0.367 -2.698
H: 6.206 1.368 -3.064
H: 6.849 2.864 -1.214
H: 5.780 2.657 1.000
H: 4.068 0.916 1.388
F: 2.369 3.989 0.369
C: 1.226 4.326 -0.221
F: 1.474 5.267 -1.131
F: 0.414 4.825 0.707
C: 0.573 3.080 -0.885
O: 0.597 2.061 0.029
C: 1.384 2.641 -2.143
F: 1.076 1.325 -2.404
F: 2.688 2.684 -1.933
F: 1.095 3.331 -3.230
C: -0.889 3.389 -1.304
F: -1.031 4.491 -2.011
F: -1.334 2.342 -2.048
F: -1.674 3.452 -0.230

Forces on the atoms, in the same order (eV/Å):
0.1 -0.4 -0.6
0.0 0.0 0.0
0.2 0.1 0.0
0.1 0.0 0.1
0.0 0.0 0.0
0.1 0.1 0.0
0.0 0.0 0.0
0.0 0.0 0.0
0.0 0.0 0.0
0.0 0.0 0.0
-0.1 -0.1 0.0
0.0 0.0 0.0
0.0 0.0 0.0
0.0 0.0 0.0
0.0 0.0 0.0
0.0 0.0 0.0
0.0 0.1 0.1
0.0 0.2 0.0
0.0 0.0 0.0
0.0 0.0 0.0
0.0 0.0 0.0
0.0 0.0 0.0
0.0 0.0 0.0
0.0 -0.1 -0.1
0.0 0.0 0.0
0.0 0.0 0.0
0.0 0.0 0.0
0.0 0.0 0.0
0.0 0.0 0.0
0.0 0.0 0.0
0.0 0.0 0.0
0.0 0.0 0.0
0.0 0.0 0.0
0.0 0.0 0.0
0.0 0.0 0.0
0.0 0.0 0.0
0.0 0.0 0.0
0.0 0.0 0.0
0.0 0.0 0.0
0.0 0.0 0.0
0.0 0.0 0.0
0.0 0.0 0.0
0.0 0.0 0.0
0.0 0.0 0.0
0.0 0.0 0.0
0.0 0.0 0.0
0.0 0.0 0.0
0.0 0.0 0.0
0.0 0.0 0.0
0.0 0.0 0.0
0.0 0.0 0.0
0.0 0.0 0.0
-0.1 0.2 0.6
-0.1 -0.2 -0.2
0.0 0.0 0.0
0.0 -0.1 0.0
0.0 0.0 0.0
0.0 0.0 0.0
0.0 0.0 0.0
0.0 0.0 0.1
0.0 0.0 0.1
0.0 0.0 0.0
0.0 0.0 0.0
0.0 0.0 0.0
0.0 0.0 0.0
0.0 0.0 -0.1
0.0 0.0 0.0
0.0 0.0 0.0
0.0 0.0 0.0
0.0 0.0 0.0
0.0 0.0 0.0
0.0 0.0 0.0
0.0 0.0 0.0
0.0 0.0 0.0
0.0 0.0 0.0
0.0 0.0 0.0
0.0 0.0 0.0
0.1 0.0 0.0
0.0 0.0 0.0
0.0 0.0 0.0
0.2 0.0 0.0
-0.2 0.1 0.0
0.0 0.2 0.0
0.0 -0.2 0.0
0.0 0.0 0.0
0.0 0.0 0.0
0.0 0.0 0.1
0.0 0.0 0.0
0.0 0.0 -0.1
0.0 0.0 0.0

Taken from the Mulliken analysis, the atomic charges in e are: Ga 1.1572; C -1.1282; N 0.6730; P 1.3783; C 1.0789; C -0.7231; C -0.7943; C -0.6462; C -0.8167; C -0.6572; C 0.2432; C -0.2958; C -0.8256; C -0.6036; C -0.8691; C -0.3849; P 0.9483; C 0.4350; C -0.4785; C -0.8089; C -0.6073; C -0.7619; C -0.5272; C 1.0259; C -0.6948; C -0.7409; C -0.6798; C -0.9452; C -0.7246; H 0.4960; H 0.2236; H 0.3494; H 0.5119; H 0.4758; H 0.4283; H 0.4874; H 0.3038; H 0.2824; H 0.4920; H 0.4374; H 0.4564; H 0.4731; H 0.4378; H 0.4866; H 0.4350; H 0.4640; H 0.4713; H 0.5175; H 0.4829; H 0.4534; H 0.5163; H 0.2515; O -0.0483; S -0.0053; C 0.7586; C 0.0603; C -0.8407; C -0.5755; C -0.7550; C -0.6292; C 0.7823; C -0.4556; C -0.7746; C -0.4534; C -0.7974; C -0.5244; H 0.4540; H 0.4722; H 0.4425; H 0.4662; H 0.5042; H 0.4723; H 0.4589; H 0.4443; H 0.4616; H 0.3771; F -0.1688; C 0.2906; F -0.2405; F -0.2152; C 1.0447; O -0.6318; C 0.5418; F -0.2357; F -0.1686; F -0.2687; C 0.3651; F -0.2482; F -0.2554; F -0.2639

4.
Density functional theory data (the ωB97M-V functional and the def2-TZVPD basis) for a structure of composition C24H38N4PdS3SeSi2.

Largest force on an atom in eV/Å: 1.679
Energy above the lowest of the compared OMol25 structures with the same formula, charge and spin in kcal per mole: 4.3
Charge: +2
Frontier orbital gap in eV: 6.9

Geometry (Å):
Pd: -0.270 0.102 -0.218
C: -4.165 -1.120 -2.234
C: -2.860 -1.625 -2.853
S: -1.228 -1.400 -2.055
C: -0.953 -2.856 -1.033
C: -1.715 -2.859 0.269
S: -1.729 -1.261 1.123
C: -3.237 -0.351 0.610
C: -4.560 -1.090 0.575
S: -4.814 -2.143 -0.883
H: -4.923 -1.173 -3.016
H: -4.105 -0.076 -1.931
H: -2.708 -1.135 -3.816
H: -2.918 -2.698 -3.034
H: 0.122 -2.819 -0.852
H: -1.163 -3.761 -1.605
H: -1.261 -3.561 0.971
H: -2.755 -3.140 0.132
H: -3.037 0.117 -0.344
H: -3.275 0.439 1.362
H: -5.360 -0.351 0.616
H: -4.687 -1.753 1.432
C: 1.022 -1.084 3.922
Si: 1.778 -0.418 2.377
C: 2.052 -1.799 1.178
C: 3.341 0.521 2.652
N: 0.557 0.722 1.587
C: 0.067 1.792 2.092
C: 0.465 2.291 3.412
C: -0.041 3.426 3.891
C: -1.029 4.233 3.148
C: -1.445 3.876 1.939
C: -0.926 2.655 1.283
N: -1.215 2.252 0.121
Si: -2.102 3.191 -1.167
C: -1.232 4.797 -1.431
C: -1.992 2.184 -2.713
C: -3.872 3.349 -0.626
H: 1.724 -1.798 4.364
H: 0.090 -1.614 3.711
H: 0.814 -0.323 4.676
H: 2.912 -2.397 1.499
H: 2.263 -1.442 0.170
H: 1.189 -2.471 1.154
H: 4.005 -0.089 3.272
H: 3.190 1.472 3.168
H: 3.857 0.723 1.711
H: 1.173 1.720 3.995
H: 0.267 3.766 4.872
H: -1.422 5.129 3.611
H: -2.191 4.463 1.421
H: -0.232 4.635 -1.843
H: -1.129 5.394 -0.523
H: -1.796 5.392 -2.155
H: -0.962 1.905 -2.955
H: -2.373 2.781 -3.549
H: -2.595 1.273 -2.661
H: -4.080 4.327 -0.183
H: -4.141 2.590 0.115
H: -4.542 3.238 -1.484
Se: 2.175 2.259 -0.577
N: 1.452 0.798 -1.351
C: 1.878 0.779 -2.613
C: 1.597 -0.226 -3.590
C: 2.129 -0.087 -4.827
C: 2.972 1.024 -5.193
C: 3.285 1.985 -4.304
C: 2.747 1.892 -2.975
N: 3.000 2.775 -2.032
H: 0.988 -1.077 -3.336
H: 1.928 -0.845 -5.574
H: 3.371 1.067 -6.198
H: 3.935 2.814 -4.549

Forces on the atoms, in the same order (eV/Å):
-0.2 -1.7 0.2
0.1 -0.2 0.1
-0.2 0.4 0.1
0.6 0.3 0.3
-0.1 -0.1 -0.1
-0.1 -0.2 0.2
0.3 0.8 -0.4
-0.1 -0.2 0.3
0.1 -0.1 0.0
0.0 0.0 -0.1
0.0 0.0 -0.1
-0.1 0.0 -0.1
0.0 0.0 0.0
0.1 0.0 0.0
0.0 -0.1 0.0
0.0 0.0 -0.1
0.0 0.1 0.0
0.0 -0.1 0.0
0.1 0.1 0.0
0.0 0.0 0.0
0.0 0.0 0.0
0.0 0.0 0.0
-0.2 0.0 0.2
0.0 -0.1 -0.1
0.0 -0.2 -0.1
0.1 0.3 0.1
-0.2 -0.3 -0.8
-0.1 0.7 0.5
0.0 -0.4 -0.4
-0.5 0.6 -0.1
0.4 -0.1 0.6
0.1 -0.5 -0.5
0.1 0.0 0.6
-0.3 0.6 -0.7
0.0 -0.2 0.4
0.2 0.2 0.0
0.1 -0.2 -0.2
-0.2 0.1 0.1
-0.1 0.0 0.0
0.0 0.0 0.0
0.0 -0.1 0.0
-0.1 0.1 0.0
0.0 0.0 -0.1
0.0 0.0 -0.1
0.0 0.0 0.0
0.1 -0.1 0.0
0.0 0.0 0.0
0.0 0.0 0.0
0.0 0.1 0.0
0.1 -0.1 0.1
0.0 -0.1 -0.1
0.0 0.0 0.0
0.0 0.0 0.0
0.0 0.0 0.0
0.0 0.0 0.0
0.0 -0.1 0.1
0.0 0.0 0.0
0.0 -0.1 0.0
0.0 0.0 -0.1
0.0 0.0 0.1
0.0 0.2 0.2
-0.2 0.6 0.0
0.0 -0.1 0.0
0.0 0.2 0.1
0.1 0.1 -0.1
-0.1 -0.2 -0.1
0.0 0.1 0.2
0.0 -0.1 -0.2
0.0 -0.2 0.0
0.0 0.0 0.0
0.0 0.0 0.0
0.0 0.0 0.0
0.0 0.0 0.0

Taken from the Mulliken analysis, the atomic charges in e are: Pd 0.5979; C -0.3002; C -1.1631; S 0.2895; C -0.8985; C -0.8268; S -0.1331; C 0.8083; C -1.0184; S -0.1308; H 0.5161; H -0.0514; H 0.4850; H 0.6422; H 0.1531; H 0.7566; H 0.5770; H 0.4589; H -1.1562; H 0.6178; H 0.5243; H 0.4257; C -1.0288; Si -0.1187; C -0.8131; C -1.0651; N 0.2204; C 1.3375; C -0.9703; C -0.9841; C -0.9218; C -0.8428; C 0.7561; N 0.6991; Si -0.0730; C -1.0624; C -0.5302; C -1.1345; H 0.4290; H 0.3221; H 0.3532; H 0.5542; H 0.1746; H 0.0817; H 0.4121; H 0.3867; H 0.3247; H 0.3148; H 0.4550; H 0.4669; H 0.3811; H 0.2837; H 0.3886; H 0.3720; H -0.0171; H 0.4939; H -0.0906; H 0.4601; H 0.2992; H 0.4318; Se 0.3825; N -0.4677; C 0.8683; C -0.4431; C -0.7358; C -0.6666; C -0.6947; C 0.6746; N -0.7302; H 0.5331; H 0.4539; H 0.4103; H 0.4955

5.
Density functional theory data (the ωB97M-V functional and the def2-TZVPD basis) for an isolated molecule of C4H6O2.

Largest force on an atom in eV/Å: 0.983
Energy above the lowest of the compared OMol25 structures with the same formula, charge and spin in kcal per mole: 43.7
SMILES: CC(=O)[C@H]1CO1
Frontier orbital gap in eV: 10.8

Geometry (Å):
C: -1.474 -0.413 -0.388
C: -0.487 -0.597 0.726
O: -0.443 -1.566 1.450
C: 0.550 0.437 0.945
C: 1.523 0.508 -0.145
O: 0.674 1.601 0.151
H: -1.024 -0.046 -1.314
H: -2.020 -1.334 -0.595
H: -2.179 0.357 -0.063
H: 0.926 0.517 1.967
H: 1.363 0.024 -1.115
H: 2.527 0.468 0.279

Forces on the atoms, in the same order (eV/Å):
-0.3 0.0 -0.2
-0.3 -0.2 0.2
-0.3 0.0 -0.1
-0.1 -0.2 0.1
0.7 -0.4 0.2
0.1 0.0 -0.1
0.1 0.0 0.2
0.1 0.0 0.2
0.0 0.0 -0.1
-0.1 -0.1 -0.2
0.0 0.1 0.5
0.2 0.7 -0.7

Taken from the natural (NBO) analysis, the atomic charges in e are: C -0.7217; C 0.5577; O -0.5367; C -0.0481; C -0.0965; O -0.4622; H 0.2329; H 0.2389; H 0.2447; H 0.2088; H 0.1904; H 0.1917